Entry from the OMol25 dataset: the molecule C4H10NO2 in a non-equilibrium geometry (ωB97M-V/def2-TZVPD).

As for the multiplicity: 2. The net charge is 0. For the energy above the lowest of the compared OMol25 structures with the same formula, charge and spin, the calculation gives 47.9 kcal/mol. As for the expectation value of S²: 0.75. The LUMO energy (spin up / spin down) is 0.6 / 0.4 eV. The calculation puts the highest occupied orbital energy (spin up / spin down) at -3.5 / -11.3 eV.

Last column: Löwdin spin population.
Atoms and positions in Å:
O (2.37905, 0.26491, -0.40578)  0.053
C (1.84622, 1.38180, 0.06046)  0.035
C (0.53803, 1.10969, 0.87133)  0.122
N (-0.17475, -0.18531, 0.74848)  0.168
C (-0.83659, -0.34151, -0.57826)  0.067
C (-1.90138, -1.42577, -0.61922)  0.068
O (2.30092, 2.48441, 0.05648)  0.014
H (3.31877, 0.40678, -0.55901)  0.006
H (-0.19182, 1.88102, 0.66843)  0.014
H (1.04318, 1.15580, 1.84156)  0.052
H (-0.92087, -0.33662, 1.48940)  0.164
H (0.39890, -1.06356, 0.96702)  0.175
H (-1.16004, 0.58021, -1.04947)  0.007
H (-0.09365, -0.69050, -1.30311)  0.010
H (-2.28182, -1.46260, -1.65303)  0.005
H (-1.50310, -2.44114, -0.56976)  0.019
H (-2.76106, -1.31761, 0.03448)  0.021